1.
{
  "formula": "C3H12Si4",
  "method": "ωB97M-V/def2-TZVPD",
  "species": ["Si", "Si", "Si", "Si", "C", "C", "C", "H", "H", "H", "H", "H", "H", "H", "H", "H", "H", "H", "H"],
  "coordinates": [[2.7483, -1.1448, -0.9124], [-2.4679, -0.0156, -1.6004], [-0.0913, 2.5762, 0.8019], [0.1643, -1.7144, 1.8959], [-0.4218, 0.7377, 0.4397], [-1.0893, -0.1108, -0.3555], [-0.0695, -0.6586, 0.4769], [1.1217, 2.6528, 1.6810], [1.2575, -1.3267, 2.9457], [1.7402, -1.1587, -2.1145], [0.0120, 3.1069, -0.5414], [-2.4014, 1.5050, -1.7782], [-2.0946, -0.5302, -2.9361], [-1.1281, 3.4551, 1.4144], [-1.0759, -1.7954, 2.8668], [0.4202, -3.1025, 1.1675], [3.4614, 0.2073, -1.2549], [-3.8814, -0.4818, -1.2277], [3.7956, -2.2014, -0.9688]],
  "e_above_lowest_kj_mol": 358.3,
  "energy_ha": -1279.173884
}

=====

2.
{
  "formula": "C3H5NO2",
  "method": "ωB97M-V/def2-TZVPD",
  "species": ["O", "O", "N", "C", "C", "C", "H", "H", "H", "H", "H"],
  "coordinates": [[1.8082, -1.7069, -1.2147], [-0.8656, -1.5361, 0.8568], [-0.0320, 0.4087, -0.1508], [1.3961, -1.5022, -0.0965], [-0.0488, -0.8720, 0.2662], [-1.0855, 1.4456, -0.0453], [0.9724, 0.4157, -0.3503], [-1.5992, 1.4062, 0.9253], [1.9724, -1.8369, 0.7885], [-0.6626, 2.4484, -0.1564], [-1.8554, 1.3295, -0.8226]],
  "e_above_lowest_kj_mol": 169.3,
  "energy_ha": -322.509835
}

=====

3.
{
  "formula": "C5H8S",
  "method": "ωB97M-V/def2-TZVPD",
  "species": ["S", "C", "C", "C", "C", "C", "H", "H", "H", "H", "H", "H", "H", "H"],
  "coordinates": [[2.3526, -0.5463, 0.0316], [0.4460, 1.2296, 0.0164], [0.6739, -1.1752, -0.1240], [-1.7825, -0.2396, -0.1273], [1.7270, 1.1177, -0.1752], [-0.3905, -0.0957, 0.3390], [-1.8746, -0.0159, -1.1683], [-2.4431, 0.5013, 0.2838], [2.5148, 1.8858, -0.0354], [0.2051, 2.2132, -0.0131], [0.4444, -1.5473, -1.1039], [-0.2909, -0.1157, 1.4669], [0.6122, -1.9983, 0.5172], [-2.1943, -1.2136, 0.0923]],
  "e_above_lowest_kj_mol": 96.7,
  "energy_ha": -593.451401
}

=====

4.
{
  "formula": "C67H150N6O11",
  "method": "ωB97M-V/def2-TZVPD",
  "species": ["O", "O", "O", "O", "O", "O", "O", "O", "O", "O", "O", "N", "N", "N", "N", "N", "N", "C", "C", "C", "C", "C", "C", "C", "C", "C", "C", "C", "C", "C", "C", "C", "C", "C", "C", "C", "C", "C", "C", "C", "C", "C", "C", "C", "C", "C", "C", "C", "C", "C", "C", "C", "C", "C", "C", "C", "C", "C", "C", "C", "C", "C", "C", "C", "C", "C", "C", "C", "C", "C", "C", "C", "C", "C", "C", "C", "C", "C", "C", "C", "C", "C", "C", "C", "H", "H", "H", "H", "H", "H", "H", "H", "H", "H", "H", "H", "H", "H", "H", "H", "H", "H", "H", "H", "H", "H", "H", "H", "H", "H", "H", "H", "H", "H", "H", "H", "H", "H", "H", "H", "H", "H", "H", "H", "H", "H", "H", "H", "H", "H", "H", "H", "H", "H", "H", "H", "H", "H", "H", "H", "H", "H", "H", "H", "H", "H", "H", "H", "H", "H", "H", "H", "H", "H", "H", "H", "H", "H", "H", "H", "H", "H", "H", "H", "H", "H", "H", "H", "H", "H", "H", "H", "H", "H", "H", "H", "H", "H", "H", "H", "H", "H", "H", "H", "H", "H", "H", "H", "H", "H", "H", "H", "H", "H", "H", "H", "H", "H", "H", "H", "H", "H", "H", "H", "H", "H", "H", "H", "H", "H", "H", "H", "H", "H", "H", "H", "H", "H", "H", "H", "H", "H", "H", "H", "H", "H", "H", "H", "H", "H", "H", "H", "H", "H"],
  "coordinates": [[3.6406, 4.2159, 1.4961], [3.7994, 2.9228, 4.1522], [-2.8120, 2.6398, -6.0739], [2.1401, -4.8267, -2.4405], [1.1676, -4.4339, 6.3994], [-7.5344, 2.6086, 2.3642], [0.8898, 4.9823, 2.0917], [3.7316, -1.0973, -6.5361], [2.2942, 1.8743, -0.3347], [-0.8746, -4.8930, 0.1173], [1.0697, -1.0578, -5.5894], [-1.8688, 2.4108, -4.9013], [0.2634, -4.1752, 5.3713], [-6.5228, 1.7005, 1.9626], [3.6095, -4.7216, -2.2446], [2.6543, 3.7748, 4.5172], [-2.0346, -5.0668, -0.6687], [-3.0056, -3.9525, -0.5505], [3.6624, 4.7116, 6.5860], [1.5627, 2.8808, 5.0581], [-5.1411, 0.3795, -0.0722], [-0.6631, 4.6721, -5.4014], [1.0019, -3.8809, 4.1506], [-1.6408, -5.5167, -2.0263], [-1.5346, -3.5768, 7.0229], [0.0926, 2.4917, -6.2762], [-0.6531, -3.1167, 5.8494], [0.9053, -0.1366, 0.0164], [-6.1807, 3.4745, 0.1284], [3.7244, -4.5655, -0.8210], [-8.0005, -0.2375, 2.4036], [2.1445, -2.8624, 4.3006], [0.0733, -3.4937, 3.0082], [5.7037, -0.0629, -5.7827], [5.0085, 4.4278, 1.0199], [0.0920, -1.8974, 6.4342], [-3.3752, -3.9961, 0.9635], [2.8321, -3.5476, -0.0565], [-2.6564, 2.7350, -3.6650], [-0.8189, -6.8004, -1.8546], [-0.7518, -4.5100, -2.7996], [-4.8615, 3.4179, 2.2703], [0.9829, 5.5784, 0.8128], [-0.8474, -2.3332, 3.4664], [-0.3401, 3.3150, -2.5614], [0.5982, 4.9882, 6.0125], [-6.2585, -0.3127, 0.7053], [-0.4403, 5.7876, 0.4318], [-7.2917, 0.6277, 1.2930], [-1.5654, -2.8576, 4.7378], [-3.3259, 4.1406, -3.6373], [1.4201, 1.1867, 0.6075], [5.2111, -4.2618, -0.4885], [-2.3905, -2.5440, -0.8741], [3.0125, 5.0076, 5.2903], [0.3881, 3.7654, 5.1874], [3.3022, -2.2779, -2.9537], [0.3058, 2.9723, -3.8489], [-4.4815, 1.5586, 0.6450], [2.0035, 2.1220, 6.3236], [1.4063, 1.8549, 3.9571], [-5.5545, 2.5601, 1.1833], [-0.5880, 3.1363, -5.1137], [1.6470, -5.1665, 3.7271], [-2.9743, -5.8313, -2.8121], [-0.5633, -1.0739, -3.7443], [3.4040, -5.8746, -0.1692], [1.7194, 5.8395, 5.4657], [4.0967, -3.6331, -3.1289], [-1.6685, 2.4906, -2.5367], [-8.2540, 1.0379, 0.1413], [-0.1850, -1.6031, -5.1302], [4.0103, 5.8436, 4.5646], [5.7492, -3.2084, -1.4044], [1.7440, 6.9100, 0.8729], [-4.2292, -4.1906, -1.3875], [4.4783, 0.1118, -6.6566], [5.5981, -3.4382, -2.8560], [3.6371, 1.3931, -6.2668], [-3.9467, -4.6942, -2.8307], [-1.2385, -1.2521, -6.1686], [3.8662, -4.1401, -4.5948], [5.7993, 3.1555, 0.7544], [-3.8016, 1.7693, -3.6267], [-7.5875, 2.4538, 3.3126], [2.9921, -3.6997, 1.0132], [3.7519, 3.7349, 2.2913], [0.0621, 3.9896, 4.2003], [3.0459, -2.4760, -0.2489], [3.6583, 6.0689, 3.5607], [-0.9386, 5.2506, -4.4809], [2.4459, -2.6798, 5.3382], [-1.9853, -3.8511, 4.5004], [-3.3595, -6.6268, -2.2006], [4.9727, 5.3836, 4.5519], [1.2887, 2.3879, 2.9928], [4.3721, -5.0869, -4.6353], [-0.3461, 2.7881, -7.2313], [1.2570, 3.5092, -3.9355], [2.3344, -6.2079, -0.2065], [2.4381, -5.5498, 4.4319], [1.7458, -3.6931, -0.1942], [-4.5123, 2.7223, 3.0604], [-8.3454, -1.1550, 1.9529], [2.7458, -4.1626, -4.8457], [-1.9247, -4.5458, 6.7231], [-5.4810, 4.2922, 0.0276], [-5.4939, 4.1608, 2.7865], [2.2737, -2.6218, -2.8240], [-9.0525, 1.6674, 0.5208], [-3.8855, 1.1703, 1.3954], [2.2881, 1.2243, 3.9700], [1.9586, 6.6663, 6.1860], [1.4555, 4.9027, 0.0474], [5.1977, 2.4503, 0.2421], [2.2633, -5.0998, 2.7954], [3.7388, -5.9693, 0.8655], [0.3183, 4.9910, -5.6412], [0.9325, -5.3411, 6.4867], [6.0536, -2.6497, -3.3759], [-3.8705, 2.0965, -0.1140], [-5.8537, -0.8896, 1.5613], [2.8775, 1.4271, -7.1068], [6.3893, 0.8314, -5.8540], [4.1665, 5.5312, 7.0830], [5.2403, -2.2554, -1.1652], [-0.7018, 0.0173, -3.9881], [4.3984, 2.9419, 4.9257], [3.0695, -3.3331, 3.8627], [-1.3803, -2.3531, -0.5085], [-1.1748, -3.5206, -2.9995], [-0.3769, 5.4644, 6.0146], [-2.3752, -2.1846, 5.0064], [4.1741, 2.3377, -6.3180], [-2.3743, -2.4536, -1.9426], [-4.8356, -4.9359, -0.8244], [-7.6353, 1.5575, -0.6112], [-7.3884, -0.4275, 3.2720], [4.5372, 4.0684, 6.4855], [-2.2004, 2.7173, -1.6061], [-1.4463, -7.6222, -1.6301], [-7.1588, 3.8640, 0.4782], [-0.6013, 6.1492, -0.5909], [-3.4813, 0.7307, -3.6291], [6.1913, -0.9570, -6.0842], [-0.5841, -4.3706, 2.6269], [0.2504, 3.0195, -1.7040], [-0.4143, 3.1468, 5.6437], [0.6778, -1.4228, 5.6493], [-8.7322, 0.1267, -0.3201], [2.8451, 2.5629, 0.0405], [-4.3570, -3.4896, 1.0680], [3.1106, 2.0841, 6.3934], [-0.3617, -7.0469, -2.8417], [-4.0041, 4.0436, 1.8759], [-1.4695, -1.4824, -3.3369], [-0.8298, -1.5375, -7.1551], [-2.6258, -3.5539, 1.6159], [2.0070, -1.9107, 3.7647], [0.4590, 1.8759, -3.8247], [-4.4904, 1.9522, -4.4326], [5.8440, -5.1032, -0.6819], [2.9237, -1.0163, -6.9903], [5.3740, -0.2001, -4.7100], [1.2753, 7.6146, 1.5974], [4.9309, 4.8813, 0.0225], [1.6475, -1.0260, -4.8649], [0.7133, -3.1579, 2.1748], [0.8571, 4.6529, 7.0224], [-0.9586, -3.6975, 7.8859], [-0.0350, 1.4108, -6.2097], [-1.6264, -2.1081, 2.7177], [-4.2394, 3.9986, -3.0399], [-2.3467, -2.8817, 7.2121], [4.8039, 0.2625, -7.6818], [1.1331, 2.7868, -6.3212], [4.2705, -3.3659, -5.2221], [-3.0390, -1.7597, -0.4187], [-0.3838, -1.3760, 3.7018], [3.0789, 4.2315, 7.3082], [1.4760, 6.3454, 4.5642], [5.3288, -3.8753, 0.4910], [-4.8270, -3.2941, -1.4451], [0.1982, -1.1126, -2.9863], [2.0701, -5.5650, -3.0271], [6.6699, 3.3908, 0.1088], [-1.4986, 1.4090, -2.5903], [-4.4081, 1.8347, -2.7429], [-0.4488, -4.9637, -3.7542], [-0.9651, 6.3400, 1.1950], [-5.5967, 0.7652, -0.9711], [-4.3861, -0.3184, -0.3739], [-2.0752, -1.8760, -5.8341], [-4.8444, -5.0783, -3.3134], [1.6096, 2.4836, 7.2585], [2.8481, 6.7723, 1.1410], [0.4427, 1.3040, 4.1054], [1.6582, 7.4030, -0.0914], [1.9698, 0.9869, 1.5050], [5.5058, 5.0622, 1.7425], [3.6441, -1.6340, -2.1597], [4.0025, -6.6666, -0.6543], [3.2434, 1.3272, -5.2368], [1.7404, 4.6406, 2.3677], [-3.4455, -5.0188, 1.2952], [0.6964, 1.8878, 0.8910], [3.3701, -1.6711, -3.8918], [-0.0214, -6.7593, -1.1065], [-1.3726, 5.0145, -6.1867], [-0.1700, -4.3378, -0.3407], [-6.3696, 3.0605, -0.8797], [4.1268, 6.7307, 5.1104], [-3.6622, -3.8804, -3.4867], [-2.9743, 1.7384, -6.3591], [-1.5528, -0.2204, -6.0457], [-0.1962, -0.0537, -0.1866], [-3.6693, 4.4104, -4.5874], [1.1637, -0.9366, 0.6952], [6.1509, -4.3638, -3.0861], [-0.5711, 4.3903, -2.4389], [-0.1139, -2.7645, -5.0535], [-0.6612, -1.2219, 6.8198], [6.8020, -3.0331, -1.1540], [-0.9398, 4.7696, 0.3651], [1.6285, 1.0934, 6.3237], [0.1822, -4.3410, -2.2410], [0.7684, -2.1554, 7.2506], [-2.7377, 4.9600, -3.2082], [0.8993, -6.0291, 3.7080], [6.1630, 2.6623, 1.7155], [1.4893, -0.3300, -0.8651], [-2.8027, -6.2693, -3.8372], [-6.7724, -1.0100, 0.0415], [-8.9060, 0.2994, 2.7472]],
  "energy_ha": -3798.612986
}